C9H36O9 | ωB97M-V/def2-TZVPD

The geometry in ORCA input format:
```
! wB97M-V def2-TZVPD RIJCOSX def2/J DEFGRID3
* xyz 0 1
C 1.8426 -2.4641 -0.6036
O 3.1553 -2.6327 -1.1320
H 1.8546 -1.9965 0.3809
H 1.3323 -1.7958 -1.2973
H 1.3092 -3.4145 -0.6206
H 3.1176 -3.3838 -1.7286
C -0.4984 -0.2027 0.0738
O -1.1817 -0.7514 -1.0020
H -0.1495 0.7930 -0.2001
H -1.1131 -0.2096 0.9739
H 0.3661 -0.8295 0.2928
H -0.5748 -0.9503 -1.7188
C 1.1039 -1.2298 3.1822
O -0.0575 -0.5050 2.7049
H 1.6399 -0.6590 3.9406
H 0.9274 -2.2203 3.6014
H 1.7475 -1.5473 2.3618
H 0.2496 0.2669 2.2239
C -1.9583 1.3662 -3.0174
O -2.7105 2.0068 -2.0394
H -2.5541 0.5857 -3.4905
H -1.6618 2.0698 -3.7953
H -1.0713 1.0612 -2.4621
H -2.8474 1.3202 -1.3825
C -1.7766 1.7655 2.2368
O -2.8933 1.8418 1.4290
H -1.3721 0.7553 2.3000
H -1.0040 2.3537 1.7417
H -2.0249 2.0868 3.2483
H -3.3382 0.9922 1.4732
C -0.4627 -2.9661 -2.5237
C -0.1467 -1.8074 -3.4621
O 0.0288 -0.6161 -2.7346
H -0.5706 -3.8530 -3.1481
H -1.4704 -2.8767 -2.1178
H 0.1637 -3.0741 -1.6382
H -0.9449 -1.6576 -4.1891
H 0.7571 -1.9851 -4.0449
H 0.0308 0.0996 -3.3744
C 2.7743 2.0470 2.6934
C 1.2846 1.9889 2.6643
O 0.8977 1.0574 1.6606
H 3.1451 1.0643 2.9848
H 2.9965 2.6927 3.5430
H 3.3146 2.3641 1.8015
H 0.8012 2.9553 2.5210
H 0.8302 1.6323 3.5887
H 1.1605 1.4125 0.8083
O 1.5418 1.9599 0.0135
H 1.9195 2.8217 -0.1622
H 1.0824 1.7300 -0.7942
O -3.0833 0.4462 -0.8602
H -3.6013 0.2042 -0.0925
H -2.3077 -0.1127 -0.8123
*
```

Output
**ΔE to the lowest compared entry with this formula, charge and spin**: 1357.66 kJ/mol
**Highest occupied orbital energy**: -0.3020 hartree
**Kohn-Sham gap**: 8.1074 eV

Atomic partial charges in e from the Löwdin method, atoms 1 to 6:
1. C -0.145
2. O -0.090
3. H 0.068
4. H 0.052
5. H 0.088
6. H 0.076

---

C9H3F3NOPtS5 | ωB97M-V/def2-TZVPD

The geometry in ORCA input format:
```
! wB97M-V def2-TZVPD RIJCOSX def2/J DEFGRID3
* xyz 1 1
Pt 0.7232 0.3332 -0.7466
O 4.9067 5.0683 -3.2047
C 4.1787 4.2433 -2.7780
S 2.4326 4.1313 -3.2209
C 2.1074 2.7528 -2.2335
C 3.1333 2.2435 -1.4680
S 2.9106 0.8749 -0.5293
S 4.6741 3.0190 -1.5479
S 0.6011 2.0220 -2.2516
F -2.7750 -3.6375 -0.6301
C -2.2604 -3.6597 0.6033
F -3.1503 -4.2309 1.4147
F -1.1694 -4.4309 0.5725
C -1.9157 -2.2634 1.0640
C -2.4902 -1.7060 2.1991
C -2.1499 -0.4187 2.5946
C -1.2358 0.2819 1.8363
N -0.6961 -0.2746 0.7475
C -1.0084 -1.5028 0.3540
S -0.1039 -1.8806 -1.1024
H -3.2038 -2.2844 2.7704
H -2.5851 0.0325 3.4739
H -0.9237 1.2866 2.0828
*
```

Output
**Highest occupied orbital energy (alpha / beta)**: -0.4396 / -0.4395 hartree
**Kohn-Sham gap (alpha / beta)**: 5.2779 / 5.2768 eV

Atomic partial charges in e from the Löwdin method, atoms 1 to 6:
1. Pt 0.647
2. O 0.039
3. C -0.921
4. S 1.035
5. C -1.143
6. C -1.143

---

C9H4BeBr2NOSbSe4 | ωB97M-V/def2-TZVPD

The geometry in ORCA input format:
```
! wB97M-V def2-TZVPD RIJCOSX def2/J DEFGRID3
* xyz -2 1
Be 0.4024 -1.7708 0.9444
Br 4.4319 -0.3696 -1.3449
C 2.7048 0.3945 -1.2008
C 2.4403 1.6103 -1.8566
C 1.2136 2.2077 -1.7873
Br 0.9268 3.8579 -2.7011
C 0.1581 1.6158 -1.0466
C -1.1578 2.1016 -0.8729
C -2.0471 1.3867 -0.1169
C -1.6596 0.1728 0.4848
N -0.4412 -0.2846 0.3299
C 0.4518 0.4058 -0.4089
C 1.7322 -0.2571 -0.4525
O 1.8311 -1.3595 0.1936
H 3.2328 2.0761 -2.4264
H -1.4483 3.0346 -1.3386
H -3.0588 1.7389 0.0319
H -2.3426 -0.4219 1.0909
Se -1.5706 -5.3934 3.8559
Sb -1.6154 -3.3212 2.6012
Se 0.2868 -1.7515 3.1691
Se -0.7276 -3.5565 0.2424
Se -3.7437 -2.1164 2.6093
*
```

Output
**ΔE to the lowest compared entry with this formula, charge and spin**: 0.00 kJ/mol
**Highest occupied orbital energy**: -0.0483 hartree
**Kohn-Sham gap**: 4.9543 eV

Atomic partial charges in e from the Löwdin method, atoms 1 to 6:
1. Be -0.411
2. Br 0.719
3. C -0.612
4. C -0.194
5. C -0.640
6. Br 0.685

---

C9H4BrCl16N3OPS | ωB97M-V/def2-TZVPD

The geometry in ORCA input format:
```
! wB97M-V def2-TZVPD RIJCOSX def2/J DEFGRID3
* xyz 1 1
O 5.0083 2.0586 2.0381
P 4.1727 1.7773 0.6506
Br 4.1372 -0.4376 0.4751
C 2.4641 2.4391 1.0859
C 2.2047 3.7571 0.7141
N 1.0396 4.3031 1.0340
N 0.0591 3.7526 1.7072
C 0.2496 2.5056 2.0468
C 1.4387 1.7717 1.7758
N 1.5658 0.4607 2.2248
C 0.9352 -0.3338 1.5099
S 0.1730 -1.2813 0.5855
H 4.3833 2.3847 2.7004
H 2.9488 4.3456 0.1903
H 0.8936 5.2665 0.7490
H -0.5293 2.0051 2.6112
C 2.3192 -0.5338 -3.6676
Cl 2.1341 0.4240 -2.1823
Cl 0.7698 -1.2739 -4.0814
Cl 2.8463 0.5173 -4.9803
Cl 3.5202 -1.7940 -3.3933
C -3.5077 -2.3811 1.8116
Cl -2.5271 -2.6644 3.2539
Cl -5.1987 -2.7213 2.1707
Cl -3.3469 -0.6847 1.3147
Cl -2.9545 -3.4366 0.5063
C -4.4276 -7.4687 0.1872
Cl -3.5497 -8.2467 1.5068
Cl -3.3091 -7.1208 -1.1404
Cl -5.7066 -8.5392 -0.3853
Cl -5.1336 -5.9541 0.7635
C -0.6171 3.4162 -2.7692
Cl -1.7340 4.6136 -3.4121
Cl -1.2078 1.7970 -3.1226
Cl 0.9820 3.6503 -3.4797
Cl -0.4957 3.6259 -0.9995
*
```

Output
**Highest occupied orbital energy**: -0.4593 hartree
**Kohn-Sham gap**: 7.3770 eV

Atomic partial charges in e from the Löwdin method, atoms 1 to 6:
1. O -0.334
2. P 0.567
3. Br 0.349
4. C -0.288
5. C -0.058
6. N -0.058